Molecular formula: C36H115N9O17
Method: DFT, ωB97M-V/def2-TZVPD

Calculated values
- energy above the lowest of the compared OMol25 structures with the same formula, charge and spin (kcal per mole) = 24.7
- spin multiplicity = 1
- total charge = 0
- calculated total energy (eV) = -87412.7613
- Kohn-Sham gap (eV) = 9.2

Last columns: bonded neighbours and bond lengths (Å).
Element x y z (Å)
1 O -0.463 -2.635 -2.733  H2 0.988, H3 0.966
2 H 0.415 -2.238 -2.950  O1 0.988
3 H -0.243 -3.479 -2.320  O1 0.966
4 O 3.359 -3.294 -0.240  H5 0.962, H6 0.998
5 H 3.957 -4.034 -0.103  O4 0.962
6 H 3.475 -2.722 0.569  O4 0.998
7 O -1.577 0.112 3.804  H8 0.966, H9 0.985
8 H -0.903 -0.123 3.152  O7 0.966
9 H -2.326 0.463 3.269  O7 0.985
10 O 2.422 -1.353 4.589  H11 0.970, H12 0.990
11 H 2.458 -0.491 4.145  O10 0.970
12 H 1.456 -1.560 4.649  O10 0.990
13 O -4.079 -2.152 0.155  H14 0.986, H15 0.991
14 H -3.160 -1.864 -0.058  O13 0.986
15 H -4.372 -2.730 -0.596  O13 0.991
16 O 2.765 0.887 2.844  H17 0.970, H18 0.966
17 H 1.952 1.275 2.483  O16 0.970
18 H 3.339 1.639 3.040  O16 0.966
19 O 1.996 -1.638 -3.399  H20 0.967, H21 0.974
20 H 2.697 -2.220 -3.073  O19 0.967
21 H 2.459 -0.890 -3.817  O19 0.974
22 O -0.204 -1.988 4.837  H23 0.978, H24 0.993
23 H -1.003 -1.473 4.610  O22 0.978
24 H -0.506 -2.931 4.917  O22 0.993
25 C 5.898 6.917 1.457  C26 1.517, H31 1.094, H32 1.090, H33 1.096
26 C 6.400 5.951 2.513  C25 1.517, C27 1.532, N30 1.469, H34 1.097
27 C 7.019 4.684 1.912  C26 1.532, O28 1.408, H35 1.101, H36 1.093
28 O 5.962 3.897 1.416  C27 1.408, C29 1.424
29 C 6.336 2.986 0.387  O28 1.424, H37 1.094, H38 1.087, H39 1.093
30 N 7.315 6.670 3.409  C26 1.469, H40 1.012, H41 1.017
31 H 5.289 6.423 0.694  C25 1.094
32 H 6.671 7.524 0.985  C25 1.090
33 H 5.176 7.637 1.860  C25 1.096
34 H 5.533 5.667 3.122  C26 1.097
35 H 7.463 4.178 2.782  C27 1.101
36 H 7.768 4.828 1.129  C27 1.093
37 H 6.714 3.618 -0.423  C29 1.094
38 H 5.401 2.499 0.123  C29 1.087
39 H 7.057 2.234 0.717  C29 1.093
40 H 6.822 7.390 3.922  N30 1.012
41 H 7.651 6.011 4.108  N30 1.017
42 C -2.508 -3.976 3.080  C43 1.529, H48 1.086, H49 1.091, H50 1.098
43 C -1.433 -4.955 3.552  C42 1.529, C44 1.542, N47 1.490, H51 1.093
44 C -0.070 -4.812 2.845  C43 1.542, O45 1.409, H52 1.093, H53 1.097
45 O 0.684 -5.972 3.111  C44 1.409, C46 1.408
46 C 2.039 -5.773 2.784  O45 1.408, H54 1.100, H55 1.086, H56 1.097
47 N -1.194 -4.632 4.987  C43 1.490, H57 1.013, H58 1.017
48 H -2.269 -2.929 3.238  C42 1.086
49 H -3.471 -4.222 3.530  C42 1.091
50 H -2.681 -4.102 2.003  C42 1.098
51 H -1.827 -5.965 3.415  C43 1.093
52 H 0.425 -3.890 3.163  C44 1.093
53 H -0.258 -4.723 1.768  C44 1.097
54 H 2.156 -5.559 1.712  C46 1.100
55 H 2.641 -6.650 3.006  C46 1.086
56 H 2.435 -4.874 3.271  C46 1.097
57 H -1.852 -5.166 5.542  N47 1.013
58 H -0.251 -4.892 5.263  N47 1.017
59 C 6.021 -1.001 0.764  C60 1.535, H65 1.084, H66 1.094, H67 1.096
60 C 5.525 -1.571 2.101  C59 1.535, C61 1.543, N64 1.450, H68 1.094
61 C 5.943 -0.741 3.333  C60 1.543, O62 1.412, H69 1.098, H70 1.090
62 O 7.306 -0.905 3.663  C61 1.412, C63 1.395
63 C 7.697 -2.081 4.304  O62 1.395, H71 1.096, H72 1.103, H73 1.087
64 N 4.084 -1.713 2.031  C60 1.450, H74 1.020, H75 1.024
65 H 6.070 -1.785 0.017  C59 1.084
66 H 6.982 -0.483 0.843  C59 1.094
67 H 5.369 -0.146 0.554  C59 1.096
68 H 5.994 -2.550 2.236  C60 1.094
69 H 5.390 -1.129 4.199  C61 1.098
70 H 5.716 0.310 3.153  C61 1.090
71 H 7.319 -2.967 3.781  C63 1.096
72 H 7.258 -2.118 5.315  C63 1.103
73 H 8.776 -2.080 4.431  C63 1.087
74 H 3.641 -0.798 1.939  N64 1.020
75 H 3.658 -1.980 2.923  N64 1.024
76 C -7.246 -3.024 -0.605  C77 1.524, H82 1.089, H83 1.093, H84 1.097
77 C -7.085 -3.029 -2.120  C76 1.524, C78 1.516, N81 1.491, H85 1.099
78 C -6.006 -3.946 -2.662  C77 1.516, O79 1.425, H86 1.090, H87 1.095
79 O -4.798 -3.671 -1.957  C78 1.425, C80 1.400
80 C -3.653 -4.267 -2.500  O79 1.400, H88 1.088, H89 1.096, H90 1.095
81 N -8.404 -3.184 -2.798  C77 1.491, H91 1.015, H92 1.017
82 H -7.208 -3.948 -0.031  C76 1.089
83 H -8.075 -2.387 -0.289  C76 1.093
84 H -6.403 -2.453 -0.196  C76 1.097
85 H -6.743 -2.016 -2.374  C77 1.099
86 H -5.860 -3.848 -3.738  C78 1.090
87 H -6.282 -4.975 -2.412  C78 1.095
88 H -2.820 -4.216 -1.802  C80 1.088
89 H -3.290 -3.769 -3.406  C80 1.096
90 H -3.830 -5.308 -2.791  C80 1.095
91 H -8.960 -2.472 -2.334  N81 1.015
92 H -8.306 -2.852 -3.754  N81 1.017
93 C -5.226 -0.736 3.173  C94 1.535, H99 1.091, H100 1.095, H101 1.089
94 C -5.111 0.368 2.113  C93 1.535, C95 1.491, N98 1.484, H102 1.101
95 C -5.755 1.674 2.440  C94 1.491, O96 1.412, H103 1.104, H104 1.093
96 O -5.710 2.509 1.303  C95 1.412, C97 1.414
97 C -6.801 3.407 1.239  O96 1.414, H105 1.093, H106 1.093, H107 1.089
98 N -3.669 0.522 1.798  C94 1.484, H108 1.021, H109 1.015
99 H -6.277 -0.983 3.334  C93 1.091
100 H -4.704 -0.472 4.098  C93 1.095
101 H -4.686 -1.621 2.839  C93 1.089
102 H -5.540 -0.120 1.224  C94 1.101
103 H -5.107 2.091 3.231  C95 1.104
104 H -6.701 1.509 2.962  C95 1.093
105 H -6.637 4.236 1.932  C97 1.093
106 H -7.758 2.937 1.480  C97 1.093
107 H -6.932 3.822 0.241  C97 1.089
108 H -3.682 1.323 1.164  N98 1.021
109 H -3.331 -0.278 1.274  N98 1.015
110 C 1.711 0.778 -8.062  C111 1.543, H116 1.092, H117 1.091, H118 1.089
111 C 2.801 0.835 -6.971  C110 1.543, C112 1.544, N115 1.460, H119 1.088
112 C 2.109 0.785 -5.592  C111 1.544, O113 1.434, H120 1.090, H121 1.095
113 O 3.102 0.751 -4.558  C112 1.434, C114 1.404
114 C 3.645 2.013 -4.266  O113 1.404, H122 1.096, H123 1.094, H124 1.089
115 N 3.702 -0.291 -7.199  C111 1.460, H125 1.018, H126 1.020
116 H 1.092 1.677 -8.058  C110 1.092
117 H 1.044 -0.080 -7.968  C110 1.091
118 H 2.210 0.740 -9.029  C110 1.089
119 H 3.293 1.804 -7.032  C111 1.088
120 H 1.434 -0.070 -5.545  C112 1.090
121 H 1.512 1.696 -5.481  C112 1.095
122 H 2.908 2.804 -4.085  C114 1.096
123 H 4.304 2.384 -5.057  C114 1.094
124 H 4.231 1.937 -3.351  C114 1.089
125 H 3.208 -1.162 -7.011  N115 1.018
126 H 4.401 -0.281 -6.457  N115 1.020
127 C -1.859 0.966 -5.862  C128 1.519, H133 1.092, H134 1.090, H135 1.095
128 C -2.125 0.400 -4.478  C127 1.519, C129 1.514, N132 1.468, H136 1.100
129 C -3.392 1.021 -3.931  C128 1.514, O130 1.412, H137 1.095, H138 1.101
130 O -3.663 0.495 -2.649  C129 1.412, C131 1.419
131 C -4.853 0.998 -2.063  O130 1.419, H139 1.093, H140 1.098, H141 1.088
132 N -2.296 -1.057 -4.513  C128 1.468, H142 1.019, H143 1.016
133 H -1.740 2.051 -5.837  C127 1.092
134 H -2.594 0.672 -6.612  C127 1.090
135 H -0.922 0.584 -6.282  C127 1.095
136 H -1.319 0.650 -3.773  C128 1.100
137 H -4.238 0.917 -4.618  C129 1.095
138 H -3.177 2.096 -3.822  C129 1.101
139 H -5.719 0.890 -2.721  C131 1.093
140 H -4.714 2.070 -1.874  C131 1.098
141 H -4.943 0.464 -1.120  C131 1.088
142 H -2.604 -1.343 -3.584  N132 1.019
143 H -1.384 -1.501 -4.560  N132 1.016
144 C 0.041 2.904 2.450  C145 1.511, H150 1.092, H151 1.095, H152 1.090
145 C -0.401 3.901 1.404  C144 1.511, C146 1.519, N149 1.478, H153 1.094
146 C -1.704 3.461 0.759  C145 1.519, O147 1.414, H154 1.098, H155 1.101
147 O -2.153 4.423 -0.175  C146 1.414, C148 1.412
148 C -3.181 3.944 -1.017  O147 1.412, H156 1.099, H157 1.099, H158 1.085
149 N -0.596 5.193 2.095  C145 1.478, H159 1.014, H160 1.017
150 H -0.710 2.763 3.230  C144 1.092
151 H 0.921 3.292 2.973  C144 1.095
152 H 0.344 1.914 2.106  C144 1.090
153 H 0.330 4.053 0.605  C145 1.094
154 H -2.496 3.344 1.511  C146 1.098
155 H -1.568 2.486 0.266  C146 1.101
156 H -4.016 3.539 -0.429  C148 1.099
157 H -2.808 3.075 -1.577  C148 1.099
158 H -3.476 4.785 -1.636  C148 1.085
159 H -1.056 5.031 2.984  N149 1.014
160 H -1.230 5.728 1.509  N149 1.017
161 C 0.052 -1.268 1.133  C162 1.540, H167 1.096, H168 1.089, H169 1.091
162 C -0.591 -0.261 0.162  C161 1.540, C163 1.535, N166 1.484, H170 1.096
163 C 0.462 0.400 -0.739  C162 1.535, O164 1.414, H171 1.101, H172 1.094
164 O 1.515 0.830 0.100  C163 1.414, C165 1.395
165 C 2.331 1.805 -0.474  O164 1.395, H173 1.101, H174 1.089, H175 1.098
166 N -1.609 -0.997 -0.629  C162 1.484, H176 1.037, H177 1.026
167 H 0.585 -2.052 0.584  C161 1.096
168 H -0.723 -1.740 1.735  C161 1.089
169 H 0.838 -0.790 1.721  C161 1.091
170 H -1.072 0.508 0.776  C162 1.096
171 H 0.100 1.321 -1.221  C163 1.101
172 H 0.742 -0.304 -1.528  C163 1.094
173 H 2.758 1.419 -1.413  C165 1.101
174 H 3.197 2.037 0.144  C165 1.089
175 H 1.822 2.742 -0.737  C165 1.098
176 H -1.021 -1.615 -1.217  N166 1.037
177 H -1.897 -0.235 -1.253  N166 1.026